No. 1
Here is a 10-piece molecular cluster, C31H89N7O10 overall at a distorted geometry from OMol25. Energies are from ωB97M-V with the def2-TZVPD basis set.

**HOMO-LUMO gap**: 9.42 eV
**SMILES**: COC[C@H](C)N.COC[C@H](C)N.COC[C@H](C)N.COC[C@H](C)N.COC[C@H](C)N.COC[C@H](C)N.COC[C@H](C)N.CO.CO.CO

Structure (ORCA input):
```
! RIJCOSX wB97M-V def2-TZVPD def2/J DEFGRID3
* xyz 0 1
C -2.976 -1.115 2.846
O -3.012 0.147 2.151
C -1.879 1.064 2.444
C -1.982 1.859 3.779
C -3.064 2.921 3.665
N -0.641 2.498 3.994
H -3.555 -1.857 2.323
H -3.351 -1.092 3.846
H -1.956 -1.615 2.743
H -0.947 0.522 2.378
H -1.902 1.835 1.652
H -2.186 1.145 4.606
H -4.084 2.629 3.372
H -2.715 3.372 2.741
H -3.139 3.674 4.441
H 0.070 1.793 4.224
H -0.569 3.064 4.818
C -4.218 -2.574 -1.028
O -4.400 -3.259 -2.204
C -4.183 -4.630 -2.095
C -3.744 -5.201 -3.515
C -4.686 -4.793 -4.715
N -3.780 -6.670 -3.567
H -3.240 -2.775 -0.632
H -4.904 -2.774 -0.215
H -4.375 -1.515 -1.252
H -3.406 -4.916 -1.323
H -5.072 -5.115 -1.690
H -2.688 -4.832 -3.646
H -4.138 -4.962 -5.647
H -4.807 -3.701 -4.520
H -5.611 -5.443 -4.666
H -3.313 -7.020 -2.721
H -4.784 -6.941 -3.512
C -1.288 5.021 -4.914
O -0.053 4.351 -4.636
C 0.854 4.986 -3.706
C 2.067 4.023 -3.530
C 2.673 3.832 -4.933
N 1.736 2.760 -2.929
H -1.810 4.276 -5.526
H -1.058 5.972 -5.501
H -1.823 5.323 -3.985
H 1.117 5.959 -4.106
H 0.325 5.064 -2.756
H 2.783 4.500 -2.931
H 3.040 4.778 -5.291
H 1.867 3.465 -5.593
H 3.469 3.041 -4.819
H 1.776 2.729 -1.889
H 0.867 2.408 -3.252
C 0.103 -3.579 6.904
O 1.075 -3.051 6.032
C 0.681 -1.753 5.530
C 1.637 -1.422 4.439
C 3.011 -1.038 4.952
N 1.030 -0.334 3.616
H -0.755 -4.016 6.360
H -0.214 -2.739 7.526
H 0.596 -4.321 7.510
H -0.366 -1.776 5.199
H 0.734 -1.061 6.360
H 1.801 -2.262 3.816
H 3.155 -1.689 5.803
H 3.024 0.009 5.102
H 3.728 -1.186 4.155
H 0.334 -0.812 2.984
H 1.741 0.004 2.945
C 2.369 -3.011 1.230
O 1.170 -3.549 1.684
C 0.103 -3.124 0.873
C -1.131 -3.980 1.189
C -1.127 -4.367 2.668
N -1.127 -5.214 0.366
H 2.372 -3.112 0.129
H 3.234 -3.507 1.575
H 2.483 -1.926 1.433
H -0.164 -2.077 1.055
H 0.212 -3.349 -0.220
H -2.131 -3.525 0.989
H -0.343 -5.020 2.921
H -2.090 -4.769 3.032
H -0.990 -3.542 3.361
H -1.097 -4.981 -0.620
H -0.422 -5.896 0.661
C -2.346 4.907 -1.039
O -1.173 5.325 -0.296
C -0.493 4.334 0.474
C 0.564 5.080 1.301
C 1.546 5.774 0.410
N 1.280 4.064 2.169
H -2.071 4.216 -1.890
H -2.899 5.740 -1.393
H -2.963 4.312 -0.304
H -1.243 3.854 1.153
H 0.095 3.575 -0.083
H -0.041 5.796 1.896
H 0.976 6.499 -0.264
H 2.131 4.974 0.017
H 2.164 6.393 0.984
H 0.604 3.586 2.771
H 1.871 4.586 2.788
C -0.791 -0.005 -4.409
O 0.365 -0.203 -3.661
C 1.555 -0.462 -4.343
C 2.599 -1.009 -3.426
C 2.215 -2.374 -2.886
N 2.778 -0.041 -2.236
H -1.692 0.138 -3.799
H -1.022 -0.918 -4.986
H -0.625 0.878 -5.002
H 1.307 -1.256 -5.057
H 1.946 0.501 -4.761
H 3.480 -1.124 -4.135
H 1.386 -2.243 -2.198
H 3.083 -2.760 -2.318
H 1.998 -3.021 -3.668
H 2.025 -0.134 -1.561
H 2.790 0.920 -2.587
C 5.827 -1.179 -0.132
O 4.480 -0.743 -0.170
H 5.909 -2.305 -0.256
H 6.430 -0.675 -0.860
H 6.259 -0.988 0.881
H 4.201 -0.533 -1.085
C -0.858 0.347 -0.388
O 0.295 0.306 0.397
H -0.995 -0.663 -0.771
H -1.726 0.453 0.207
H -0.760 1.082 -1.206
H 0.932 0.988 0.192
C 3.444 2.171 0.894
O 2.268 2.526 0.172
H 3.128 1.739 1.844
H 3.977 1.378 0.347
H 4.107 2.982 1.070
H 1.744 2.973 0.868
*
```

Atomic partial charges in e from the Mulliken method, atoms 1 to 2: C -0.613; O -0.470

=====

No. 2
Here is a 10-piece molecular cluster, C31H89N7O10 overall at a distorted geometry from OMol25. Energies are from ωB97M-V with the def2-TZVPD basis set.

**HOMO-LUMO gap**: 8.86 eV
**SMILES**: COC[C@H](C)N.COC[C@H](C)N.COC[C@H](C)N.COC[C@H](C)N.COC[C@H](C)N.COC[C@H](C)N.COC[C@H](C)N.CO.CO.CO

Structure (ORCA input):
```
! RIJCOSX wB97M-V def2-TZVPD def2/J DEFGRID3
* xyz 0 1
C -0.599 -9.639 -9.329
O -0.074 -10.714 -8.595
C -0.853 -11.142 -7.508
C -0.089 -12.263 -6.835
C -0.791 -12.983 -5.705
N 1.246 -11.785 -6.407
H 0.062 -9.119 -10.025
H -1.076 -8.845 -8.749
H -1.344 -10.102 -9.988
H -1.079 -10.340 -6.795
H -1.830 -11.533 -7.828
H 0.186 -12.998 -7.612
H -1.572 -13.584 -6.187
H -1.276 -12.322 -4.984
H -0.175 -13.683 -5.143
H 1.822 -12.593 -6.213
H 1.616 -11.180 -7.128
C 3.350 -11.720 -14.538
O 2.447 -11.990 -13.516
C 3.065 -12.117 -12.243
C 2.061 -12.300 -11.143
C 2.691 -12.448 -9.764
N 1.267 -13.543 -11.490
H 2.919 -11.879 -15.526
H 4.212 -12.398 -14.472
H 3.799 -10.719 -14.584
H 3.745 -12.971 -12.335
H 3.643 -11.212 -12.006
H 1.332 -11.483 -11.122
H 3.019 -11.437 -9.490
H 3.612 -13.030 -9.728
H 1.923 -12.793 -9.080
H 1.292 -13.506 -12.511
H 0.260 -13.353 -11.353
C -4.439 -13.559 -7.778
O -3.575 -13.234 -8.856
C -3.095 -14.384 -9.555
C -2.558 -13.953 -10.917
C -1.971 -15.114 -11.714
N -1.527 -12.886 -10.710
H -4.866 -12.589 -7.509
H -3.837 -13.906 -6.933
H -5.276 -14.223 -8.005
H -2.381 -15.000 -9.002
H -4.039 -14.910 -9.754
H -3.416 -13.515 -11.428
H -1.568 -15.917 -11.088
H -1.114 -14.855 -12.335
H -2.742 -15.519 -12.372
H -1.321 -12.928 -9.717
H -1.872 -11.975 -10.969
C -4.169 -16.185 -1.233
O -4.572 -14.930 -1.758
C -3.520 -14.360 -2.533
C -4.019 -12.970 -2.915
C -4.499 -12.135 -1.707
N -5.228 -13.032 -3.795
H -3.900 -16.886 -2.027
H -5.038 -16.588 -0.713
H -3.352 -16.081 -0.516
H -2.623 -14.308 -1.904
H -3.277 -14.931 -3.437
H -3.284 -12.419 -3.507
H -3.739 -12.162 -0.923
H -5.449 -12.533 -1.356
H -4.696 -11.091 -1.950
H -6.000 -13.015 -3.141
H -5.262 -13.946 -4.234
C -5.391 -16.816 -5.317
O -4.437 -16.768 -6.362
C -3.937 -18.036 -6.722
C -3.027 -17.833 -7.923
C -2.640 -19.156 -8.600
N -1.824 -17.114 -7.522
H -5.456 -15.797 -4.945
H -4.951 -17.357 -4.466
H -6.319 -17.291 -5.637
H -3.355 -18.441 -5.884
H -4.727 -18.764 -6.946
H -3.540 -17.237 -8.690
H -2.116 -19.735 -7.830
H -1.990 -19.111 -9.468
H -3.573 -19.690 -8.786
H -1.024 -17.099 -8.138
H -2.058 -16.161 -7.277
C -1.538 -4.608 -16.518
O -1.843 -5.993 -16.401
C -0.987 -6.663 -15.470
C -1.707 -6.744 -14.134
C -0.851 -7.403 -13.045
N -2.932 -7.516 -14.290
H -1.890 -4.022 -15.665
H -1.983 -4.275 -17.452
H -0.456 -4.467 -16.585
H -0.804 -7.645 -15.914
H -0.008 -6.179 -15.371
H -1.790 -5.702 -13.807
H -1.258 -7.599 -12.055
H 0.020 -6.775 -12.824
H -0.433 -8.340 -13.432
H -2.724 -8.507 -14.242
H -3.344 -7.386 -15.207
C 7.501 -7.089 -9.196
O 6.701 -7.459 -8.104
C 5.340 -7.580 -8.399
C 4.541 -8.307 -7.340
C 3.039 -8.320 -7.605
N 4.802 -7.717 -6.021
H 7.223 -6.072 -9.494
H 7.473 -7.760 -10.060
H 8.534 -7.077 -8.852
H 4.879 -6.605 -8.626
H 5.222 -8.144 -9.339
H 4.928 -9.337 -7.340
H 2.452 -8.749 -6.794
H 2.951 -8.987 -8.469
H 2.632 -7.327 -7.794
H 4.466 -8.292 -5.258
H 5.809 -7.681 -5.875
C 1.681 -15.542 -8.313
O 0.578 -15.318 -9.150
H 2.190 -14.628 -7.993
H 1.332 -15.896 -7.334
H 2.339 -16.318 -8.711
H 0.797 -14.740 -9.904
C 4.459 -14.210 -6.305
O 3.300 -13.880 -5.567
H 5.387 -14.347 -5.741
H 4.195 -15.102 -6.883
H 4.779 -13.494 -7.067
H 3.188 -14.613 -4.943
C 1.836 -15.934 -3.068
O 3.152 -16.038 -3.598
H 1.131 -15.574 -3.817
H 1.470 -16.936 -2.823
H 1.811 -15.277 -2.199
H 3.798 -16.053 -2.889
*
```

Atomic partial charges in e from the Mulliken method, atoms 1 to 2: C -1.135; O 0.317

=====

No. 3
Here is C32H18BrF3IrN2O9Sb as an isolated structure at a distorted geometry from OMol25. Energies are from ωB97M-V with the def2-TZVPD basis set.

**HOMO-LUMO gap**: 7.50 eV

Structure (ORCA input):
```
! RIJCOSX wB97M-V def2-TZVPD def2/J DEFGRID3
* xyz 0 1
Ir -0.012 0.903 0.559
O -1.517 3.189 -2.406
C -0.727 2.621 -1.690
O -1.186 1.809 -0.742
C 0.749 2.875 -1.848
C 1.081 4.025 -2.546
C 2.400 4.290 -2.856
C 3.409 3.402 -2.538
C 3.081 2.239 -1.878
C 1.760 1.959 -1.455
O 1.518 0.902 -0.729
N 4.185 1.303 -1.617
O 5.301 1.774 -1.524
O 3.927 0.119 -1.525
N 2.741 5.523 -3.577
O 1.837 6.293 -3.830
O 3.908 5.700 -3.867
H 0.296 4.697 -2.861
H 4.435 3.603 -2.806
F 0.663 -1.551 -6.585
C 0.368 -1.466 -5.279
C -0.077 -0.258 -4.777
C -0.377 -0.177 -3.427
C -0.228 -1.291 -2.607
C 0.214 -2.497 -3.145
C 0.518 -2.592 -4.494
Sb -0.619 -1.186 -0.556
C -2.594 -1.786 -0.245
C -3.321 -2.397 -1.262
C -4.628 -2.802 -1.037
C -5.175 -2.584 0.212
F -6.438 -2.976 0.437
C -4.480 -1.975 1.239
C -3.176 -1.570 1.003
C 0.730 -2.539 0.318
C 2.086 -2.331 0.074
C 3.035 -3.106 0.722
C 2.600 -4.068 1.614
F 3.514 -4.819 2.248
C 1.263 -4.288 1.886
C 0.323 -3.509 1.230
H -0.187 0.593 -5.436
H -0.752 0.755 -3.035
H 0.348 -3.368 -2.513
H 0.872 -3.512 -4.937
H -2.880 -2.551 -2.240
H -5.222 -3.272 -1.808
H -4.963 -1.816 2.193
H -2.626 -1.058 1.784
H 2.418 -1.550 -0.602
H 4.093 -2.962 0.553
H 0.979 -5.052 2.596
H -0.730 -3.675 1.426
Br 1.283 2.099 7.982
C -0.079 1.825 6.700
C -1.402 1.772 7.112
C -2.404 1.570 6.174
C -2.086 1.416 4.835
C -0.754 1.473 4.439
C 0.260 1.683 5.368
C -0.396 1.307 3.017
O 0.787 1.492 2.598
O -1.300 0.950 2.174
H -1.645 1.891 8.160
H -3.437 1.536 6.495
H -2.855 1.263 4.091
H 1.289 1.731 5.040
*
```

Atomic partial charges in e from the Mulliken method, atoms 1 to 2: Ir 1.639; O -0.649

=====

No. 4
Here is C32H20F5MgN5O2 as an isolated structure at a distorted geometry from OMol25. Energies are from ωB97M-V with the def2-TZVPD basis set.

**HOMO-LUMO gap**: 5.69 eV

Structure (ORCA input):
```
! RIJCOSX wB97M-V def2-TZVPD def2/J DEFGRID3
* xyz -2 1
Mg 0.486 0.898 -0.466
O -0.564 2.421 0.047
C -1.343 3.218 -0.582
C -1.858 4.384 0.058
C -2.715 5.258 -0.575
C -3.125 5.039 -1.896
C -2.633 3.922 -2.550
C -1.764 3.013 -1.946
C -1.283 1.898 -2.758
N -0.486 1.004 -2.328
N -0.044 0.048 -3.234
C 0.834 -0.739 -2.634
O 1.166 -0.745 -1.408
C 1.549 -1.677 -3.567
C 1.062 -1.982 -4.835
C 1.760 -2.848 -5.667
C 2.960 -3.408 -5.244
C 3.453 -3.100 -3.982
C 2.747 -2.244 -3.145
H -1.537 4.554 1.079
H -3.073 6.134 -0.042
H -3.795 5.727 -2.397
H -2.928 3.735 -3.580
H -1.608 1.853 -3.802
H 0.135 -1.521 -5.152
H 1.370 -3.084 -6.651
H 3.510 -4.077 -5.898
H 4.392 -3.528 -3.649
H 3.104 -1.989 -2.156
N -1.992 -4.398 8.250
C -1.734 -3.829 7.284
C -1.411 -3.115 6.072
C -0.423 -3.602 5.218
C -0.112 -2.912 4.060
C -0.781 -1.735 3.733
C -1.769 -1.259 4.588
C -2.084 -1.939 5.752
C -0.439 -0.993 2.486
C 0.770 -0.292 2.512
C 1.645 -0.192 3.639
C 2.700 0.590 3.241
C 2.437 0.940 1.884
N 1.298 0.428 1.446
C -1.364 -1.090 1.451
C -2.568 -1.872 1.470
C -3.168 -1.671 0.252
C -2.307 -0.780 -0.462
N -1.245 -0.436 0.234
H 0.095 -4.519 5.470
H 0.656 -3.277 3.391
H -2.289 -0.346 4.328
H -2.849 -1.564 6.420
H 1.487 -0.640 4.609
H 3.558 0.892 3.824
H 3.055 1.548 1.240
H -2.913 -2.497 2.281
H -4.096 -2.094 -0.106
H -2.456 -0.397 -1.464
F 3.550 1.387 -1.150
C 2.343 2.147 -1.189
F 2.625 3.224 -0.292
C 2.476 2.853 -2.537
F 2.374 1.987 -3.557
F 1.506 3.770 -2.692
F 3.655 3.516 -2.722
*
```

Atomic partial charges in e from the Mulliken method, atoms 1 to 2: Mg 3.538; O -0.790

=====

No. 5
Here is C32H21Cl2N4RuS2 as an isolated structure at a distorted geometry from OMol25. Energies are from ωB97M-V with the def2-TZVPD basis set.

**HOMO-LUMO gap (spin up / spin down)**: 2.88 / 6.05 eV
**<S²>**: 8.7820

Structure (ORCA input):
```
! RIJCOSX wB97M-V def2-TZVPD def2/J DEFGRID3
* xyz -2 6
Ru 9.066 11.743 11.893
S 7.063 12.789 13.747
C 6.460 12.861 12.187
N 6.804 12.043 11.214
C 6.283 12.444 9.993
C 6.485 11.816 8.748
C 6.006 12.404 7.593
C 5.221 13.572 7.666
C 4.842 14.083 8.915
C 5.399 13.498 10.041
S 5.274 14.065 11.696
H 7.174 10.978 8.759
H 6.260 11.949 6.658
H 4.854 14.071 6.771
H 4.212 14.931 9.008
N 10.845 9.838 10.965
C 10.461 9.104 9.870
C 10.618 7.717 9.894
C 10.057 6.941 8.883
C 9.437 7.558 7.782
C 9.395 8.936 7.735
C 9.889 9.749 8.761
C 9.808 11.227 8.624
C 9.974 11.716 7.304
C 9.714 13.030 7.025
C 9.321 13.894 8.029
C 9.227 13.420 9.303
C 9.474 12.103 9.690
H 11.306 9.336 11.683
H 11.255 10.753 10.787
H 11.042 7.280 10.789
H 10.087 5.857 8.972
H 8.998 6.969 6.965
H 8.957 9.359 6.859
H 10.320 11.028 6.532
H 9.782 13.403 6.039
H 9.080 14.925 7.817
H 8.921 14.113 10.074
N 12.898 5.095 14.323
C 12.517 6.184 14.071
C 12.003 7.446 13.834
C 10.630 7.799 14.167
C 10.204 9.097 14.063
C 11.039 10.200 13.807
C 12.366 9.872 13.503
C 12.840 8.587 13.491
H 9.943 7.016 14.470
H 9.149 9.300 14.200
H 12.987 10.692 13.123
H 13.876 8.411 13.253
Cl 10.379 14.136 12.360
C 10.573 13.863 14.088
C 10.704 14.979 14.891
C 10.944 14.809 16.240
C 11.177 13.526 16.723
C 11.049 12.436 15.904
Cl 11.273 10.915 16.769
C 10.697 12.477 14.495
N 10.506 11.500 13.585
H 10.666 15.983 14.490
H 11.164 15.661 16.855
H 11.435 13.338 17.757
*
```

Atomic partial charges in e from the Mulliken method, atoms 1 to 2: Ru -0.154; S -0.356